No. 1
ORCA calculation (the ωB97M-V functional and the def2-TZVPD basis) on C31H29N4O2PSZn as an isolated structure.

The geometry in XYZ format:
```
69
C31H29N4O2PSZn the ωB97M-V functional and the def2-TZVPD basis
C -3.0897 2.2330 -0.0490
N 2.8624 -1.1165 1.3591
C 3.2846 0.0940 -1.7116
C 1.9811 -0.1174 1.4615
C -2.9238 4.5844 -0.4918
H -1.4518 -0.9237 -1.6863
C -4.3527 -1.1789 0.0750
C -2.3198 0.5390 2.2118
H -2.3577 5.5079 -0.4612
H -4.7395 -0.9045 2.1775
H -0.4379 -1.2057 1.1701
H 3.9664 -2.4815 2.4176
C -2.9689 -2.3897 -2.0536
C 1.9073 -0.1804 3.7226
C -2.9328 1.4242 4.3732
H -0.9753 3.3772 1.6632
C -2.3151 0.3437 4.9851
H -1.7025 -2.3344 1.6205
H -2.4271 -2.8548 -2.8662
C 5.9139 0.4286 -2.5427
H -0.2733 -2.1609 2.6458
C -5.1386 -0.5828 1.2130
C 4.1547 -0.9872 -1.6933
H -5.9331 3.3929 -1.4961
C 3.7190 1.3419 -2.1400
C 2.8010 -1.2414 3.7380
O 0.7984 0.8613 -1.8758
H 6.1446 -1.6604 -2.0944
N 1.5119 0.4943 0.3298
H -4.9271 1.3052 -0.6640
C 3.2550 -1.6663 2.5016
C -4.9376 3.4027 -1.0722
H -3.4207 2.3550 2.5069
S 1.6378 -0.1107 -1.1566
N 7.2369 0.6064 -2.9138
H 3.7968 -1.9476 -1.3505
H 1.5018 0.2264 4.6436
H -6.1796 -0.8998 1.1566
H 7.7368 -0.2225 -3.1887
C -2.3330 3.4219 0.0105
H -5.8418 -2.6652 -0.2939
H -3.4131 2.1909 4.9671
C -4.8769 -2.2777 -0.5996
O 1.2895 -1.4982 -1.2590
C -0.9836 -1.6163 2.0233
C -0.9439 3.4431 0.5692
C -4.1997 -2.8800 -1.6499
C 5.4611 -0.8199 -2.1077
C 5.0252 1.5086 -2.5526
C -2.4267 -1.2982 -1.3944
H -4.6378 -3.7337 -2.1513
C -3.1055 -0.6857 -0.3397
N 1.4907 0.3887 2.6031
H -4.6274 5.5003 -1.4040
C -2.9331 1.5164 2.9908
H 5.3671 2.4796 -2.8899
P -2.2185 0.7130 0.4031
H 7.4321 1.4014 -3.4990
H 3.1293 -1.7012 4.6578
C -4.3746 2.2341 -0.5904
Zn 0.0128 1.7583 0.0828
H -2.3108 0.2580 6.0644
H -5.1119 0.5065 1.2082
C -4.2021 4.5803 -1.0225
H -1.2005 -1.4627 4.6934
C -1.6738 -0.5449 2.8233
C -1.6934 -0.6252 4.2124
H 3.0270 2.1732 -2.1622
H -0.4443 4.3784 0.3211
```

Output
Largest force on an atom ... 0.120 eV Å⁻¹
Gap between HOMO and LUMO ... 8.6 eV
Energy relative to the best compared isomer or geometry (same formula, charge and spin) ... 0.007 eV
Electronic energy ... -111216.805 eV



No. 2
ORCA calculation (the ωB97M-V functional and the def2-TZVPD basis) on an isolated molecule of C3H5N3.

The geometry in XYZ format:
```
11
C3H5N3 the ωB97M-V functional and the def2-TZVPD basis
C 1.2653 -0.6477 -1.1432
H 1.5450 -1.6797 -0.9156
N -0.8497 0.1994 -0.8615
N -1.8274 0.6028 -0.1426
H 0.7711 -0.6870 -2.1335
N 0.2519 -0.0355 -0.1374
C -0.1295 0.2320 1.2881
C -1.4264 0.6249 1.1536
H 0.3440 0.4955 2.2629
H 2.1723 -0.0538 -1.2971
H -2.1165 0.9491 1.9263
```

Output
SMILES ... Cn1ccnn1
Largest force on an atom ... 1.961 eV Å⁻¹
Gap between HOMO and LUMO ... 10.9 eV
Energy relative to the best compared isomer or geometry (same formula, charge and spin) ... 2.567 eV
Electronic energy ... -7659.888 eV